Below is an isolated molecule of C12H16N2O2S in a non-equilibrium geometry, with properties calculated with wB97M-V/def2-TZVPD.

Structure (XYZ):
```
33
Properties=species:S:1:pos:R:3:nbo_charge:R:1
C -5.736 -0.813 -0.405 0.0851
H 2.676 1.108 1.340 0.1888
C -0.650 0.381 0.541 0.6136
H 4.098 -0.750 1.349 0.2025
H -1.788 -1.164 1.152 0.4284
C 3.327 1.233 -0.720 -0.4098
C 2.249 1.005 0.335 -0.2433
H 4.757 -1.781 0.087 0.2246
N -1.738 -0.150 1.120 -0.5825
O -4.961 -0.622 0.674 -0.3996
H 1.447 1.732 0.222 0.2732
H -6.566 -1.484 -0.300 0.2022
C -3.994 0.254 0.321 0.2534
H -3.333 0.406 2.335 0.2196
H -5.706 -0.035 -2.441 0.2281
C -5.286 -0.079 -1.457 -0.3117
C 0.415 -0.651 0.254 0.0608
H 4.929 -0.007 -1.469 0.2066
C -4.146 0.616 -0.985 -0.2935
H 2.371 -2.276 0.430 0.2395
C 2.669 -1.374 -0.117 -0.2302
S -0.099 -2.211 -0.009 -0.2047
H -3.525 1.294 -1.533 0.2324
H -2.680 1.666 1.237 0.2502
O -0.538 1.567 0.280 -0.6327
H 5.309 0.796 0.049 0.2075
N 1.703 -0.329 0.176 -0.3506
C 4.075 -0.952 0.277 -0.4149
H 3.648 2.273 -0.681 0.2210
H 2.624 -1.615 -1.186 0.2066
C -2.952 0.611 1.330 -0.2760
C 4.517 0.289 -0.504 -0.4022
H 2.883 1.063 -1.702 0.2073
```

HOMO-LUMO gap = 8.64 eV
Charge = 0
E_HOMO = -8.3 eV
SMILES string = O=C(NCc1ccco1)C(=S)N1CCCCC1

---

Below is an isolated molecule of C12H16N2Si in a non-equilibrium geometry, with properties calculated with wB97M-V/def2-TZVPD.

Structure (XYZ):
```
31
Properties=species:S:1:pos:R:3:nbo_charge:R:1
H -1.017 -3.295 1.563 0.2231
C -0.706 2.557 -2.212 -0.1914
C 0.412 2.108 1.511 -0.1230
C -1.150 0.696 1.378 0.1514
H -2.061 0.218 1.476 0.1826
H -0.519 -2.628 -1.566 -0.1554
Si 0.629 -1.711 -0.930 1.1490
C 0.281 -1.723 0.918 -0.1872
H 1.515 -3.058 1.913 0.2290
H -1.021 3.563 -2.451 0.2139
H 2.049 0.575 1.062 0.2114
C 1.396 -2.010 1.845 -0.6518
H 0.927 3.118 1.637 0.2160
H 2.321 -1.537 1.512 0.2186
C 0.192 -0.023 -1.600 -0.4734
H -1.377 -1.610 2.266 0.2378
N -0.044 -0.019 1.216 -0.3956
C 0.946 0.872 1.202 -0.1140
H 2.134 0.628 -2.245 0.2081
C -1.080 -2.186 1.382 -0.6473
H -2.633 1.866 -1.381 0.2263
H -1.815 -2.142 0.503 0.2273
C -1.604 1.661 -1.738 -0.2122
C 0.568 2.186 -2.475 -0.2182
C 1.071 0.907 -2.081 -0.1813
H -1.823 -0.387 -1.245 0.1957
H 1.236 2.767 -3.051 0.2095
N -0.969 1.918 1.642 -0.4585
H 1.271 -1.626 2.840 0.2336
C -1.128 0.399 -1.439 -0.1830
H 2.001 -2.084 -1.453 -0.1412
```

HOMO-LUMO gap = 8.74 eV
Charge = 0
E_HOMO = -8.1 eV
SMILES string = CC(C)([SiH2]c1ccccc1)n1ccnc1

---

Below is an isolated ion of composition C12H16NO2 and charge +1 in a non-equilibrium geometry, with properties calculated with wB97M-V/def2-TZVPD.

Structure (XYZ):
```
31
Properties=species:S:1:pos:R:3:nbo_charge:R:1
H 1.408 2.153 0.903 0.5007
C -1.526 -2.265 0.084 -0.6774
H -2.109 -1.327 0.305 0.2100
C 0.127 1.045 2.109 -0.2222
N -0.420 1.826 -1.881 -0.5232
H 0.167 -3.294 1.038 0.2139
C 1.541 -1.459 2.157 -0.1590
C 0.058 0.043 0.948 -0.2721
C -0.636 0.276 -3.523 -0.0828
H -2.336 -2.945 0.452 0.2546
H -0.951 0.125 0.633 0.2229
C 0.956 0.739 -0.213 0.0066
C 0.497 -1.323 1.186 -0.1022
C 0.262 0.735 -1.533 0.6960
C 0.897 0.723 3.141 -0.1913
C -0.307 -2.352 0.884 -0.0851
H -0.511 1.964 2.054 0.2298
C 1.747 -0.436 3.079 -0.2379
H -2.138 1.250 -2.527 0.2132
H 2.318 -0.399 3.984 0.2312
O 1.181 2.180 -0.025 -0.7081
O 0.216 -0.215 -2.389 -0.3932
H -0.585 2.638 -1.159 0.4864
C -1.290 1.478 -2.972 -0.2611
H -1.236 -0.569 -3.879 0.2393
H -1.250 -2.340 -1.040 0.2353
H 2.017 -2.455 2.275 0.2347
H -1.183 2.367 -3.613 0.2536
H 0.038 0.437 -4.290 0.2169
H 1.096 1.288 3.980 0.2239
H 1.954 0.114 -0.169 0.2468
```

HOMO-LUMO gap = 7.84 eV
Charge = +1
E_HOMO = -11.2 eV
SMILES string = C/C=C1/C=CC=C[C@H]1[C@H](O)C1=[NH+]CCO1

---

Below is an isolated molecule of C12H16O2 in a non-equilibrium geometry, with properties calculated with wB97M-V/def2-TZVPD.

Structure (XYZ):
```
30
Properties=species:S:1:pos:R:3:nbo_charge:R:1
H -2.513 -0.426 -1.546 0.1911
C -0.436 -1.037 -1.316 -0.0906
H -1.709 3.514 0.860 0.2036
C -0.865 2.863 0.497 -0.4229
C -1.068 2.765 -1.063 -0.6168
H 3.932 -1.149 2.297 0.2117
H -0.121 3.638 0.591 0.2087
H -1.716 1.927 -1.389 0.1987
H -0.538 1.712 2.297 0.1782
O -0.560 -1.181 0.029 -0.5302
C 0.629 -1.325 0.722 0.2561
C -2.158 -1.862 -2.927 -0.3847
C 2.948 -1.243 1.913 -0.2331
C 1.043 -2.485 1.239 -0.2640
C 2.345 -2.444 1.875 -0.1950
H 2.936 0.932 1.881 0.2144
H 0.348 -1.668 -1.687 0.1777
C 2.259 -0.066 1.769 -0.2303
O 0.532 1.089 0.732 -0.5183
H -1.270 -2.455 -3.378 0.1957
H -1.476 3.770 -1.354 0.2170
H 0.608 -3.462 1.057 0.2328
H -1.613 0.888 0.887 0.1861
C -0.664 1.526 1.186 -0.0622
H 3.082 -3.443 1.901 0.2213
H -3.095 -1.659 -3.374 0.2070
C 1.142 -0.017 1.172 0.2518
C -1.855 -1.214 -1.860 -0.1861
H -0.143 0.038 -1.512 0.1734
H -0.003 2.474 -1.496 0.2090
```

HOMO-LUMO gap = 9.85 eV
Charge = 0
E_HOMO = -8.9 eV
SMILES string = C=CCOc1ccccc1OCCC

---

Below is a 2-piece molecular cluster, C12H16O2 overall in a non-equilibrium geometry, with properties calculated with wB97M-V/def2-TZVPD.

Structure (XYZ):
```
30
Properties=species:S:1:pos:R:3:nbo_charge:R:1
C -2.830 -0.386 -2.574 -0.2106
C 1.793 -0.819 -0.773 -0.3881
C -0.644 -0.775 -0.947 -0.0606
C -2.747 -1.589 -1.837 -0.2177
C 1.447 2.217 0.266 0.4407
O 2.308 2.148 1.329 -0.5774
H -3.284 -2.432 -2.114 0.2113
C -0.704 0.343 -1.792 -0.2063
C -1.755 -1.677 -0.955 -0.1939
H 1.628 1.055 2.720 0.1839
C 0.618 -0.983 -0.198 0.0013
H -1.665 -1.005 1.971 0.2073
C 1.825 2.056 2.648 -0.2340
C 0.364 -1.386 1.224 -0.4435
H 1.954 -0.609 -1.730 0.1904
H 2.500 2.395 3.338 0.1868
O 2.152 2.122 -0.761 -0.6569
H -0.728 0.403 1.292 0.2256
H 2.773 -0.942 -0.184 0.1871
H -3.593 -0.368 -3.238 0.2035
H 0.160 0.950 -1.931 0.2301
H 3.087 1.902 -0.501 0.4789
H -1.765 -2.573 -0.229 0.2056
H -2.088 1.494 -3.084 0.2084
C -0.664 -0.429 1.932 -0.6043
H 1.264 -1.731 1.813 0.2178
H -0.168 -2.425 1.257 0.2105
C -1.874 0.557 -2.441 -0.1904
H 0.991 2.696 2.632 0.1931
H -0.356 -0.213 2.866 0.2014
```

HOMO-LUMO gap = 9.28 eV
Charge = 0
E_HOMO = -8.4 eV

---

Below is an isolated molecule of C12H16O2S in a non-equilibrium geometry, with properties calculated with wB97M-V/def2-TZVPD.

Structure (XYZ):
```
31
Properties=species:S:1:pos:R:3:nbo_charge:R:1
C -3.272 -1.010 -0.550 -0.5950
H 3.012 -0.720 -1.093 0.2198
H -4.225 -0.574 -0.681 0.2139
H -0.167 -2.458 -0.043 0.2178
H -2.904 -1.886 -1.262 0.2344
C -2.145 0.109 -0.600 0.0810
H 5.258 0.818 -1.120 0.2338
H -3.024 0.363 -2.646 0.2103
C 0.694 -1.855 0.087 -0.6010
H 1.339 -2.316 0.850 0.2076
C 3.236 0.065 -0.500 -0.2687
H -1.204 -1.691 1.761 0.2132
H -2.690 1.841 -2.001 0.2152
H 0.739 1.184 1.643 0.2092
C 1.022 0.516 0.815 -0.2054
S -3.177 2.383 0.852 0.1662
H 1.250 -1.784 -0.807 0.2071
C -2.320 0.815 -2.002 -0.6077
C 4.123 1.929 0.452 0.1042
C 4.332 0.943 -0.522 -0.2977
H 4.608 2.740 0.987 0.2150
C -2.406 1.091 0.428 -0.1277
H -1.336 0.815 -2.516 0.2293
O 2.865 1.801 0.942 -0.4142
H 0.096 -0.832 2.645 0.2225
C 2.285 0.753 0.314 0.2470
C 0.049 -0.540 0.515 0.2175
C -0.659 -0.768 1.868 -0.6414
O -0.935 -0.486 -0.599 -0.5521
H -1.165 0.109 2.268 0.2391
H -3.278 -1.355 0.515 0.2067
```

HOMO-LUMO gap (alpha / beta) = 7.35 / 6.44 eV
Charge = 0
E_HOMO (alpha / beta) = -7.1 / -7.0 eV

---

Below is an isolated molecule of C12H16O3 in a non-equilibrium geometry, with properties calculated with wB97M-V/def2-TZVPD.

Structure (XYZ):
```
31
Properties=species:S:1:pos:R:3:nbo_charge:R:1
C -0.540 0.857 0.657 -0.4484
C 1.949 1.887 -2.092 -0.2476
H -1.047 -1.198 -2.693 0.2120
O -0.330 -3.674 2.273 -0.4970
H 0.223 1.108 -0.083 0.2421
H -2.585 0.015 0.679 0.2054
C 1.223 -0.071 2.243 0.5044
H 1.401 2.416 -1.297 0.1611
H -1.537 -1.709 1.057 0.2282
H -2.441 1.655 0.133 0.2132
H -0.129 -0.949 -1.196 0.2262
H 0.058 0.372 -3.838 0.1777
C 0.026 -2.551 2.400 0.4938
C -1.953 0.676 0.082 -0.4073
H -2.829 -0.518 -1.478 0.2053
H 1.467 -2.967 4.070 0.2317
H 2.987 1.805 -1.763 0.1974
C 1.705 -1.059 3.258 -0.2346
C 1.131 -2.231 3.352 -0.2308
O 1.465 0.588 -2.355 -0.5493
C 0.097 0.590 -2.761 -0.0606
H -0.334 1.593 -2.650 0.1624
H 1.913 2.515 -2.995 0.1636
C -2.018 0.218 -1.412 -0.3955
C -0.733 -0.453 -1.955 -0.4408
O 1.860 0.919 2.086 -0.5001
C -0.611 -1.488 1.570 -0.2557
H -2.328 1.063 -2.030 0.2014
H -0.580 1.707 1.349 0.2341
H 2.528 -0.806 3.914 0.2297
C -0.038 -0.308 1.473 -0.0216
```

HOMO-LUMO gap = 8.85 eV
Charge = 0
E_HOMO = -9.7 eV
SMILES string = COCCCCCC1=CC(=O)C=CC1=O

---

Below is an isolated molecule of C12H16OSi in a non-equilibrium geometry, with properties calculated with wB97M-V/def2-TZVPD.

Structure (XYZ):
```
30
Properties=species:S:1:pos:R:3:nbo_charge:R:1
H 3.218 -1.856 1.586 0.2262
H -0.842 -2.531 -1.213 0.1999
C 1.389 -0.771 0.708 -0.0717
H -0.813 2.957 0.010 0.1894
H -2.903 1.669 2.389 0.1915
Si -1.277 0.352 -0.282 1.8786
C -0.433 2.177 -0.611 -0.6092
H 2.877 -3.776 0.237 0.2013
H 3.050 2.009 1.743 0.2019
H -2.485 0.729 -2.270 0.2533
H -3.368 -0.347 -1.385 0.2548
H 3.660 0.502 0.836 0.1878
C 2.166 -2.971 0.180 -0.1896
O -2.026 0.561 1.077 -0.9067
C 2.339 -1.835 0.913 -0.2097
C -2.347 -0.124 -1.674 -1.2098
H 0.893 3.446 -1.703 0.2013
H -2.145 -1.066 -2.330 0.2616
C 1.646 0.470 1.237 -0.1943
C 2.860 1.081 1.261 -0.3665
C 0.564 2.404 -1.460 -0.3821
H 0.890 -4.246 -1.072 0.2164
H 0.815 1.030 1.608 0.2083
C -2.959 1.537 1.357 -0.2358
H -2.818 2.421 0.663 0.1710
C 0.921 -3.319 -0.483 -0.2282
H 0.942 1.503 -1.867 0.1940
C 0.180 -1.006 0.000 -0.4096
H -4.029 1.264 1.190 0.1677
C 0.035 -2.264 -0.645 -0.1919
```

HOMO-LUMO gap = 8.90 eV
Charge = 0
E_HOMO = -8.3 eV
SMILES string = C=Cc1ccccc1[Si@](C)(C=C)OC

---

Going through the records in order, we get energy above the lowest of the compared OMol25 structures with the same formula, charge and spin values of 29.49; 18.43; 49.15; 107.76; 108.46; 109.75; 46.86; 35.49 kcal/mol.